*a*
Formula: C4H13N2O2
Source: the OMol25 dataset
Level of theory: wB97M-V/def2-TZVPD

Each line ends with the Löwdin charge.
Atoms and positions in Å:
C1 2.039 1.201 0.045  -0.031
C2 0.730 0.818 -0.628  -0.331
C3 0.079 -0.407 0.044  -0.065
C4 -1.379 -0.648 -0.572  -0.410
N1 -2.279 -1.344 0.227  0.171
O1 -1.662 0.099 -1.518  0.008
N2 0.768 0.527 -2.116  0.192
H1 2.751 1.785 -0.372  0.045
H2 2.414 0.309 0.630  0.110
H3 1.783 1.845 0.919  0.108
H4 0.078 1.741 -0.586  0.172
H5 0.633 -1.341 0.127  0.130
H6 -0.047 0.043 1.098  0.131
H7 -2.166 -1.355 1.242  0.079
H8 -3.264 -1.325 -0.001  0.118
H9 1.358 -0.226 -2.341  0.143
H10 0.802 1.323 -2.769  0.184
H11 -0.183 0.093 -2.396  0.149
H12 -1.049 -0.431 3.271  -0.002
H13 -0.574 -1.731 3.069  0.051
O2 -0.833 -0.975 2.628  0.047

Values from the calculation:
- multiplicity = 1
- total charge = +1
- LUMO energy (eV) = -2.93

---

*b*
Formula: C4H13N2O2
Source: the OMol25 dataset
Level of theory: wB97M-V/def2-TZVPD

Each line ends with the Löwdin charge.
Atoms and positions in Å:
N1 0.063 -1.067 1.036  0.193
C1 1.624 -1.232 0.824  -0.076
C2 2.073 -0.504 -0.437  -0.176
N2 0.999 0.422 -0.870  -0.106
C3 0.744 1.642 -0.127  -0.204
C4 -0.685 1.996 -0.445  -0.270
O1 -1.627 1.949 0.285  0.067
H1 -0.621 -1.963 0.898  0.215
H2 -0.281 -0.338 0.352  0.116
H3 -0.339 -0.848 1.834  0.076
H4 2.176 -0.769 1.629  0.112
H5 1.858 -2.353 0.926  0.156
H6 2.177 -1.338 -1.127  0.123
H7 3.023 0.031 -0.340  0.133
H8 1.167 0.676 -1.880  0.162
H9 0.854 1.600 0.928  0.112
H10 1.408 2.542 -0.340  0.152
H11 -1.069 2.142 -1.546  0.160
H12 -3.322 -1.560 -0.280  0.013
H13 -2.873 -2.702 -1.165  0.127
O2 -2.639 -2.201 -0.277  -0.085

Values from the calculation:
- multiplicity = 1
- total charge = +1
- LUMO energy (eV) = -3.06

---

Most stable structure, least stable structure: *a*, *b*.

---

*a*
Formula: C4H13N2O2
Source: the OMol25 dataset
Level of theory: wB97M-V/def2-TZVPD

Each line ends with the Löwdin charge.
Atoms and positions in Å:
N1 -1.001 -0.380 -0.543  0.193
C1 -0.239 0.181 0.644  -0.279
C2 1.013 -0.598 0.958  -0.116
C3 0.595 -1.948 1.462  -0.218
O1 -0.262 -2.624 0.942  0.059
C4 -0.088 1.713 0.444  -0.204
N2 -1.125 2.285 -0.401  -0.002
H1 -1.409 -1.269 -0.205  0.149
H2 -0.395 -0.652 -1.358  0.114
H3 -1.745 0.296 -0.706  0.132
H4 -0.997 0.083 1.469  0.171
H5 1.711 -0.594 0.102  0.126
H6 1.726 -0.199 1.730  0.151
H7 1.028 -2.313 2.419  0.142
H8 -0.150 2.160 1.454  0.130
H9 0.872 1.958 0.004  0.125
H10 -0.891 3.138 -0.880  0.089
H11 -2.046 2.328 0.009  0.088
H12 0.925 -0.593 -3.014  0.088
H13 1.424 -1.921 -2.359  0.091
O2 1.054 -1.050 -2.170  -0.028

Values from the calculation:
- multiplicity = 1
- total charge = +1
- LUMO energy (eV) = -2.90

---

*b*
Formula: C4H13N2O2
Source: the OMol25 dataset
Level of theory: wB97M-V/def2-TZVPD

Each line ends with the Löwdin charge.
Atoms and positions in Å:
C1 0.584 2.390 -1.703  0.023
C2 0.486 1.851 -0.311  -0.541
N1 -0.635 2.193 0.395  0.171
O1 1.325 1.096 0.164  0.021
H1 0.319 1.585 -2.390  0.100
H2 1.587 2.713 -1.942  0.101
H3 -0.125 3.197 -1.877  0.087
H4 -0.567 2.176 1.398  0.112
H5 -1.227 2.901 0.004  0.110
C3 -0.414 -2.016 -0.403  -0.244
O2 0.185 -3.192 -0.901  -0.038
C4 -0.080 -2.026 1.085  -0.092
N2 -0.053 -0.613 1.636  0.175
H6 -1.483 -2.030 -0.604  0.130
H7 0.062 -1.154 -0.872  0.115
H8 -0.061 -3.264 -1.831  0.106
H9 -0.778 -2.595 1.676  0.133
H10 0.948 -2.388 1.162  0.146
H11 -0.982 -0.192 1.688  0.155
H12 0.553 -0.002 1.058  0.060
H13 0.357 -0.628 2.570  0.171

Values from the calculation:
- multiplicity = 1
- total charge = +1
- LUMO energy (eV) = -3.18

---

Most stable structure, least stable structure: *b*, *a*.

---

*a*
Formula: C3H7N3O2
Source: the OMol25 dataset
Level of theory: wB97M-V/def2-TZVPD

Each line ends with the Löwdin charge.
Atoms and positions in Å:
N1 0.209 1.214 1.834  0.094
C1 -0.248 0.079 1.146  -0.185
O1 -1.549 0.427 0.199  -0.002
C2 -0.755 0.200 -0.912  -0.537
O2 -1.203 -0.627 -1.955  0.067
N2 0.516 0.892 -1.092  0.169
C3 0.457 -0.209 -0.131  -0.446
N3 1.312 -1.337 -0.385  0.114
H1 -0.452 1.592 2.505  0.091
H2 0.474 1.955 1.182  0.092
H3 -0.516 -0.776 1.768  0.155
H4 -2.103 -0.344 -2.176  0.109
H5 0.970 0.522 -1.925  0.115
H6 2.087 -1.376 0.271  0.080
H7 0.799 -2.213 -0.328  0.084

Values from the calculation:
- multiplicity = 1
- LUMO energy (eV) = 0.82

---

*b*
Formula: C3H7N3O2
Source: the OMol25 dataset
Level of theory: wB97M-V/def2-TZVPD

Each line ends with the Löwdin charge.
Atoms and positions in Å:
N1 1.864 -0.823 1.620  0.149
C1 0.602 -0.496 1.175  -0.534
O1 -0.207 0.051 1.889  0.083
C2 0.487 -0.542 -0.309  -0.133
N2 -0.895 -0.696 -0.804  0.066
C3 -1.648 0.508 -0.876  -0.603
N3 -1.000 1.706 -1.096  0.152
O2 -2.856 0.446 -0.934  0.051
H1 2.192 -0.503 2.516  0.107
H2 2.428 -1.487 1.120  0.092
H3 0.965 -1.444 -0.763  0.135
H4 0.994 0.339 -0.706  0.115
H5 -1.361 -1.453 -1.269  0.134
H6 -0.044 1.922 -0.888  0.073
H7 -1.521 2.471 -0.676  0.112

Values from the calculation:
- multiplicity = 1
- LUMO energy (eV) = 0.50

---

*c*
Formula: C3H7N3O2
Source: the OMol25 dataset
Level of theory: wB97M-V/def2-TZVPD

Each line ends with the Löwdin charge.
Atoms and positions in Å:
N1 -1.281 -2.100 -1.282  -0.001
N2 -0.707 -0.934 -0.942  -0.067
C1 -0.722 -0.503 0.251  -0.123
C2 -0.088 0.824 0.545  -0.271
N3 0.367 1.541 -0.640  0.036
C3 1.166 0.538 1.430  -0.528
O1 1.105 -0.042 2.474  0.103
O2 2.277 0.993 0.888  0.108
H1 -0.915 -2.459 -2.155  0.087
H2 -1.431 -2.799 -0.552  0.097
H3 -1.111 -1.055 1.112  0.131
H4 -0.764 1.433 1.153  0.155
H5 0.403 0.884 -1.407  0.073
H6 -0.314 2.249 -0.903  0.100
H7 2.016 1.430 0.027  0.100

Values from the calculation:
- multiplicity = 1
- LUMO energy (eV) = 0.87

---

Most stable structure, least stable structure: *b*, *a*.

---

*a*
Formula: C2H2N2O2
Source: the OMol25 dataset
Level of theory: wB97M-V/def2-TZVPD

Each line ends with the Löwdin charge.
Atoms and positions in Å:
C1 0.367 0.346 0.706  0.080
C2 -1.118 3.126 0.402  -0.469
N1 -0.611 -0.152 -1.349  0.067
N2 -0.404 -0.014 -0.164  -0.217
O1 -1.677 2.298 0.947  0.197
O2 -0.581 4.037 -0.013  0.233
H1 0.310 0.147 1.742  0.037
H2 -1.430 0.364 -1.681  0.072

Values from the calculation:
- multiplicity = 1
- LUMO energy (alpha / beta) (eV) = 0.17 / 0.17

---

*b*
Formula: C2H2N2O2
Source: the OMol25 dataset
Level of theory: wB97M-V/def2-TZVPD

Each line ends with the Löwdin charge.
Atoms and positions in Å:
N1 -1.060 -0.543 0.348  0.143
C1 -0.284 -0.038 1.155  -0.378
N2 0.422 0.625 1.899  0.149
H1 -1.586 -1.364 0.620  0.080
H2 1.417 0.438 1.919  0.075
O1 -0.457 -0.109 -2.703  0.192
C2 0.354 0.291 -1.970  -0.433
O2 1.194 0.700 -1.269  0.172

Values from the calculation:
- multiplicity = 1
- LUMO energy (eV) = 0.60

---

Most stable structure, least stable structure: *b*, *a*.

---

*a*
Formula: C2H2N2O2
Source: the OMol25 dataset
Level of theory: wB97M-V/def2-TZVPD

Each line ends with the Löwdin charge.
Atoms and positions in Å:
O1 1.609 0.111 0.599  0.124
C1 0.531 -0.342 -0.030  -0.672
N1 0.117 -1.460 -0.488  0.199
O2 -0.762 -0.724 0.516  -0.079
C2 -1.223 0.888 -0.420  0.018
N2 -0.121 1.123 -0.805  0.160
H1 2.122 -0.659 0.888  0.137
H2 -2.273 1.063 -0.261  0.112

Values from the calculation:
- multiplicity = 1
- LUMO energy (eV) = 0.35

---

*b*
Formula: C2H2N2O2
Source: the OMol25 dataset
Level of theory: wB97M-V/def2-TZVPD

Each line ends with the Löwdin charge.
Atoms and positions in Å:
O1 1.971 0.068 0.237  0.115
C1 0.664 -0.041 0.018  -0.501
N1 0.003 -1.155 0.188  0.130
O2 -1.313 -0.756 -0.019  -0.009
C2 -1.269 0.538 -0.312  -0.181
N2 -0.083 1.049 -0.332  0.180
H1 2.251 -0.743 0.685  0.127
H2 -2.214 1.041 -0.465  0.139

Values from the calculation:
- multiplicity = 1
- LUMO energy (eV) = 0.78

---

Most stable structure, least stable structure: *b*, *a*.

---

*a*
Formula: C5H10N
Source: the OMol25 dataset
Level of theory: wB97M-V/def2-TZVPD

Each line ends with the Löwdin charge.
Atoms and positions in Å:
C1 1.436 -1.408 0.988  0.122
C2 1.056 -0.156 0.688  -0.198
N1 -0.167 0.333 0.547  -0.111
C3 -1.061 0.089 1.430  0.223
C4 -0.565 1.217 -0.675  -0.081
C5 -0.479 0.283 -1.878  -0.036
H1 2.443 -1.724 1.110  0.075
H2 0.760 -2.266 1.161  0.097
H3 1.962 0.449 0.453  0.162
H4 -2.058 0.389 1.427  0.113
H5 -0.810 -0.683 2.166  0.136
H6 -1.506 1.406 -0.414  0.066
H7 0.128 2.096 -0.739  0.157
H8 0.631 0.180 -2.060  0.106
H9 -0.722 -0.675 -1.432  0.079
H10 -1.047 0.470 -2.772  0.092

Values from the calculation:
- multiplicity = 1
- total charge = +1
- LUMO energy (eV) = -5.32

---

*b*
Formula: C5H10N
Source: the OMol25 dataset
Level of theory: wB97M-V/def2-TZVPD

Each line ends with the Löwdin charge.
Atoms and positions in Å:
C1 -0.972 1.147 -0.020  -0.005
N1 -0.158 -0.061 0.123  -0.351
C2 -0.900 -1.258 0.411  0.011
C3 1.068 0.291 0.852  -0.122
C4 2.035 0.040 0.059  0.148
C5 0.643 -0.216 -1.187  0.092
H1 -0.578 1.919 -0.659  0.109
H2 -1.917 0.772 -0.428  0.110
H3 -1.303 1.533 1.042  0.161
H4 -1.949 -1.075 0.896  0.160
H5 -1.025 -1.861 -0.425  0.083
H6 -0.322 -1.729 1.192  0.115
H7 0.978 0.806 1.848  0.162
H8 3.031 0.441 -0.230  0.124
H9 0.756 0.504 -1.909  0.084
H10 0.612 -1.252 -1.566  0.119

Values from the calculation:
- multiplicity = 1
- total charge = +1
- LUMO energy (eV) = -3.27

---

*c*
Formula: C5H10N
Source: the OMol25 dataset
Level of theory: wB97M-V/def2-TZVPD

Each line ends with the Löwdin charge.
Atoms and positions in Å:
C1 -0.882 0.878 -1.312  0.290
C2 -1.024 0.178 -0.211  -0.340
C3 0.477 0.129 -0.018  -0.255
C4 -2.154 -0.435 0.608  -0.020
C5 1.458 0.998 0.584  -0.084
N1 1.091 -1.176 -0.557  0.182
H1 -0.841 1.595 -2.053  0.067
H2 -1.922 -0.368 1.666  0.085
H3 -2.451 -1.451 0.258  0.101
H4 -2.933 0.301 0.454  0.082
H5 2.358 0.422 1.006  0.113
H6 1.035 1.557 1.489  0.122
H7 1.944 1.857 0.102  0.092
H8 2.115 -1.026 -0.853  0.191
H9 0.472 -1.691 -1.372  0.254
H10 1.256 -1.768 0.210  0.122

Values from the calculation:
- multiplicity = 1
- total charge = +1
- LUMO energy (eV) = -3.71

---

Most stable structure, least stable structure: *a*, *c*.